The following is a quantum chemistry calculation of C34H15Br2Cl86IN3O as an isolated structure, from OMol25.

Its HOMO-LUMO gap is 6.81 eV. The value obtained for the LUMO energy is -5.06 eV. The calculation puts the strongest force on any atom at 8.63 eV/A. The value obtained for the HOMO energy is -11.9 eV.

ORCA input file:
```
! RIJCOSX wB97M-V def2-TZVPD def2/J DEFGRID3
* xyz 1 1
C 6.6806 -1.8436 2.0990
C 6.8380 -0.9365 0.7048
O 8.1198 -0.5742 0.4206
N 5.7003 -0.5184 -0.1820
C 6.1174 0.0166 -1.5221
C 4.6433 0.3034 0.5113
C 4.7764 1.7671 1.1079
I 6.7820 2.7238 0.8551
N 3.8398 2.6360 1.8044
N 2.6437 2.0094 1.8737
C 2.1861 0.7045 1.3966
C 0.6044 0.2720 1.6124
Cl 0.1467 0.5763 3.3973
C -0.3601 1.3045 0.7252
C -0.0903 1.1826 -0.9026
Cl -2.1471 0.8144 0.9906
C 3.1562 -0.3461 0.6647
C 2.6973 -1.8322 0.1606
Br 2.6518 -2.4560 -1.7540
C 2.3075 -2.8325 1.2213
C 1.8549 -4.4010 0.8779
Br 2.3370 -2.3848 3.2096
H 5.7689 -1.4870 2.7406
H 7.6590 -1.6928 2.7614
H 6.6632 -2.9743 1.7974
H 6.2751 -0.8872 -2.2854
H 5.1816 0.6131 -1.9610
H 7.0066 0.7772 -1.5165
H 1.9051 2.5955 2.3735
H 0.3433 -0.8058 1.2415
H -0.1571 2.4380 1.0000
H 0.6017 2.0913 -1.2483
H 0.3979 0.1673 -1.2325
H -1.0938 1.3205 -1.5339
H 2.8086 -5.0324 0.5766
H 1.3757 -4.8728 1.8630
H 1.0107 -4.4260 0.0356
C -3.5471 4.2522 -1.2701
Cl -3.6721 3.1552 -2.6684
Cl -1.8827 4.2180 -0.6352
Cl -3.9550 5.9107 -1.7779
Cl -4.6787 3.7252 0.0013
C 1.1212 6.0778 1.5698
Cl 0.5982 4.8959 2.7962
Cl 0.0880 7.5263 1.6622
Cl 2.8161 6.5370 1.8722
Cl 0.9828 5.3519 -0.0515
C -7.5788 5.6438 2.7251
Cl -7.5685 6.4094 1.1163
Cl -8.9846 6.2268 3.6513
Cl -7.6816 3.8746 2.5403
Cl -6.0802 6.0642 3.5925
C -7.3846 1.8513 -2.5270
Cl -7.4432 2.7899 -1.0136
Cl -7.4320 2.9637 -3.9179
Cl -5.8788 0.9002 -2.5782
Cl -8.7846 0.7514 -2.5982
C 4.9153 -5.7329 3.6467
Cl 4.8960 -4.4497 4.8827
Cl 3.4228 -6.6981 3.7693
Cl 5.0149 -4.9963 2.0274
Cl 6.3277 -6.7874 3.9074
C -8.2847 4.1478 -7.5501
Cl -8.2744 4.9134 -9.1589
Cl -9.6905 4.7308 -6.6238
Cl -8.3875 2.3786 -7.7349
Cl -6.7861 4.5682 -6.6826
C 4.5095 -6.4179 -2.1888
Cl 5.9642 -7.3353 -2.6544
Cl 4.6310 -5.9407 -0.4765
Cl 4.3769 -4.9594 -3.2037
Cl 3.0657 -7.4360 -2.4206
C -7.1906 3.8696 7.2529
Cl -8.6484 2.9206 7.6384
Cl -6.9764 3.9376 5.4854
Cl -7.3713 5.5226 7.8932
Cl -5.7661 3.0979 7.9945
C -11.3905 6.3904 7.3269
Cl -10.3569 5.2541 6.4242
Cl -10.5841 6.8460 8.8489
Cl -11.6698 7.8494 6.3429
Cl -12.9514 5.6122 7.6916
C 1.2487 5.3723 -4.4181
Cl 1.1237 4.2752 -5.8164
Cl 2.9130 5.3380 -3.7832
Cl 0.8408 7.0307 -4.9260
Cl 0.1170 4.8452 -3.1467
C 4.5486 -10.6898 3.2681
Cl 4.4901 -9.7512 4.7815
Cl 4.5013 -9.5774 1.8772
Cl 6.0545 -11.6409 3.2169
Cl 3.1487 -11.7897 3.1969
C -4.4513 4.2809 -10.3623
Cl -5.3309 5.7941 -10.6956
Cl -2.8527 4.3380 -11.1467
Cl -4.2432 4.0900 -8.6030
Cl -5.3787 2.9013 -11.0037
C 4.5486 -8.2171 -6.8179
Cl 4.5293 -6.9339 -5.5819
Cl 3.0561 -9.1823 -6.6953
Cl 4.6482 -7.4805 -8.4373
Cl 5.9610 -9.2716 -6.5573
C -1.7514 2.4918 9.6938
Cl -2.2744 1.3099 10.9203
Cl -2.7846 3.9403 9.7862
Cl -0.0565 2.9510 9.9962
Cl -1.8898 1.7659 8.0725
C 3.3487 -12.9400 -0.5735
Cl 3.2237 -14.0371 -1.9718
Cl 5.0130 -12.9743 0.0614
Cl 2.9408 -11.2816 -1.0814
Cl 2.2170 -13.4671 0.6979
C 5.7486 -3.2034 -7.0743
Cl 5.4028 -1.9431 -5.8633
Cl 6.6644 -4.5266 -6.3096
Cl 4.2163 -3.8397 -7.7238
Cl 6.7111 -2.5043 -8.4008
C -0.2514 1.2120 -7.9385
Cl -1.5679 2.2633 -8.5183
Cl 1.3186 1.9760 -8.2931
Cl -0.4122 0.9737 -6.1800
Cl -0.3440 -0.3651 -8.7625
C -7.7514 0.6858 11.2541
Cl -6.9207 1.5849 9.9595
Cl -8.7524 1.8085 12.2090
Cl -8.7901 -0.5697 10.5332
Cl -6.5422 -0.0808 12.3149
C 7.5486 -9.4717 -10.7782
Cl 7.7374 -7.7480 -10.3685
Cl 7.9480 -9.7209 -12.4965
Cl 8.6447 -10.4462 -9.7664
Cl 5.8644 -9.9718 -10.4812
C 7.5487 5.1805 -2.4827
Cl 8.5823 4.0442 -3.3854
Cl 8.3551 5.6361 -0.9607
Cl 7.2694 6.6395 -3.4667
Cl 5.9878 4.4023 -2.1180
C -8.9513 8.4148 12.4670
Cl -8.5750 7.2584 11.1648
Cl -8.5998 7.6670 14.0454
Cl -7.9547 9.8783 12.2680
Cl -10.6760 8.8558 12.3896
*
```